(1)
Computed, not measured: a 2-piece molecular cluster, C18H26IN3O5P overall in a non-equilibrium geometry, with the ωB97M-V functional and the def2-TZVPD basis.

Cartesian coordinates (Å):
H (2.007, 2.510, 4.234)
N (2.677, 0.178, 2.943)
H (4.555, 1.831, 0.289)
H (-3.104, 2.500, -1.765)
H (3.157, 2.661, 1.243)
H (-3.738, 1.199, -3.707)
H (-6.360, -0.973, -5.374)
C (-2.178, 1.703, 0.333)
H (-4.641, -0.411, -5.908)
C (-3.397, 0.093, -3.430)
C (-2.839, 0.139, -1.889)
N (0.111, 3.948, 1.486)
C (1.402, -1.548, 1.279)
O (1.860, 3.139, 3.467)
O (-2.837, -2.377, -1.014)
H (-0.070, -6.582, 0.228)
C (-0.433, -5.801, -0.573)
C (0.159, -3.457, -0.539)
H (4.573, 3.849, 2.906)
C (0.185, -1.994, 0.224)
I (-4.130, -2.968, -4.213)
C (3.684, 0.468, 2.014)
H (-1.341, -6.305, -1.154)
H (-2.527, -0.194, -4.179)
C (3.511, 1.615, 0.821)
H (5.836, -0.022, 2.906)
H (5.484, 5.186, 2.650)
O (-0.929, 3.028, 3.827)
N (-0.824, -4.450, 0.041)
H (-0.213, -3.234, -1.651)
C (-0.933, 0.660, 0.731)
C (-5.454, -0.291, -5.042)
C (-2.301, -1.151, -1.013)
H (-5.716, 0.848, -4.963)
C (-0.998, -0.838, -0.012)
C (-2.770, 1.497, -1.217)
H (0.431, -5.695, -1.388)
C (5.144, -0.340, 2.004)
H (5.003, -1.510, 1.911)
C (-4.696, -0.877, -3.672)
H (4.316, 4.773, 1.578)
C (0.291, 1.088, 1.784)
H (-1.129, 4.017, 3.837)
H (-0.777, 4.488, 1.718)
C (1.460, -0.075, 2.029)
H (2.775, 1.276, -0.038)
P (0.352, 2.831, 2.649)
H (1.284, -3.847, -0.559)
H (5.744, -0.021, 1.024)
H (2.253, -2.341, 1.488)
O (-2.651, 2.641, 1.178)
H (-5.510, -0.838, -2.830)
O (4.988, 4.440, 2.227)
H (-0.744, -4.469, 1.084)

HOMO energy = -10.58 eV
Maximum force = 8.8 eV/A
Total charge = +1

***

(2)
Computed, not measured: C18H26N as an isolated structure in a non-equilibrium geometry, with the ωB97M-V functional and the def2-TZVPD basis.

Cartesian coordinates (Å):
H (1.880, 3.847, 0.300)
H (1.316, 1.110, -3.328)
H (3.782, 1.872, -1.026)
C (-3.898, -0.054, 1.763)
C (0.478, -0.239, 2.114)
H (3.326, 3.532, -1.479)
C (1.736, -1.058, 2.462)
H (-4.426, -2.867, -0.072)
H (2.119, 0.158, -0.570)
H (0.391, -1.670, -2.777)
H (-0.108, -0.171, 3.041)
H (0.931, 2.740, -1.782)
H (1.890, -1.316, 3.530)
H (0.397, 2.895, 0.588)
C (-0.814, -0.326, -1.656)
C (-1.731, -1.027, 1.088)
H (-0.297, -0.455, -3.799)
H (-1.397, -1.190, -1.338)
C (1.293, 0.646, -1.111)
N (0.039, 0.119, -0.509)
C (-3.879, -2.076, 0.486)
H (-1.523, 0.439, -2.032)
H (-4.438, 0.769, 2.238)
C (0.483, -2.219, 0.782)
H (-0.448, 0.897, -0.116)
C (0.117, -0.616, -2.801)
C (1.321, 0.265, -2.601)
C (-4.596, -1.056, 1.076)
C (-0.247, -0.980, 0.945)
H (0.753, 0.784, 1.779)
H (-1.974, 0.702, 2.398)
H (2.634, -0.491, 2.188)
H (0.066, -3.114, 0.313)
H (-1.972, -2.983, 0.109)
H (3.166, 2.225, -2.664)
H (-5.695, -0.982, 0.980)
C (1.461, 2.819, 0.308)
H (2.017, 2.231, 1.062)
C (-2.493, -0.098, 1.848)
C (3.044, 2.462, -1.594)
H (2.326, -3.063, 1.597)
C (1.602, 2.184, -1.078)
C (-2.481, -2.140, 0.587)
H (2.268, -0.236, -2.841)
C (1.582, -2.270, 1.592)

HOMO energy = -12.52 eV
Maximum force = 2.5 eV/A
Total charge = +1

***

(3)
Computed, not measured: C18H26N2O3 as an isolated structure in a non-equilibrium geometry, with the ωB97M-V functional and the def2-TZVPD basis.

Cartesian coordinates (Å):
H (-5.164, -0.529, -1.346)
H (0.953, 0.986, 0.712)
H (4.669, 0.491, 1.592)
H (2.924, -0.189, -1.380)
O (-4.005, 1.040, -1.235)
C (-0.356, 0.291, -1.175)
O (0.169, 0.642, -2.305)
C (3.134, -3.486, -0.562)
N (-1.022, 1.197, -0.419)
H (3.933, -4.354, 1.283)
C (-2.366, 2.617, -2.163)
H (-6.147, 1.876, 0.198)
C (-1.663, 0.622, 0.757)
C (2.596, 0.750, 2.189)
H (3.034, -4.541, -0.883)
C (3.545, -0.916, 0.632)
H (-1.252, -1.614, -1.174)
C (3.975, -1.959, 1.338)
N (1.321, 0.561, 1.462)
H (-0.203, 3.088, -1.153)
H (0.516, -1.631, -0.447)
C (-5.283, 0.564, -1.241)
C (3.569, -3.582, 0.864)
C (-0.437, -0.948, -0.279)
C (-0.878, -0.537, 1.031)
H (-2.635, 0.629, 0.690)
C (0.497, -0.386, 1.844)
C (-3.782, 2.395, -1.531)
H (-5.680, 0.730, -1.997)
H (-1.302, 1.686, 1.668)
H (-1.514, 3.449, -0.095)
C (-5.891, 0.988, 0.084)
C (-1.071, 2.780, -0.973)
H (-2.138, 3.923, -2.239)
H (-4.375, 2.718, -2.369)
C (3.815, 0.499, 1.257)
C (2.935, -2.386, -1.499)
C (2.979, -1.141, -0.632)
H (2.553, 1.712, 2.736)
H (-6.866, 0.450, 0.005)
H (-1.542, -1.450, 1.366)
H (2.579, -0.176, 2.933)
H (-5.360, 0.692, 0.788)
H (4.210, -1.948, 2.299)
H (-3.842, 2.928, -0.571)
O (0.564, -1.129, 2.651)
H (3.675, 1.138, 0.218)
H (-1.963, 2.087, -2.843)
H (2.528, -2.419, -2.360)

HOMO energy = -8.42 eV
Maximum force = 15.5 eV/A
Total charge = 0

***

(4)
Computed, not measured: one molecule with the formula C18H26N2O3S in a non-equilibrium geometry, with the ωB97M-V functional and the def2-TZVPD basis.

Cartesian coordinates (Å):
H (-4.455, -3.982, 0.586)
O (-4.379, -0.081, -0.373)
H (-3.076, 3.013, 0.631)
H (-0.467, -0.284, -0.117)
H (4.198, 2.352, 0.575)
C (-2.182, 2.398, 0.815)
O (-3.403, 0.056, 1.885)
H (3.244, 0.744, 2.157)
H (1.502, -0.677, 0.687)
H (0.060, -4.503, -0.578)
H (3.693, -1.649, 1.866)
C (-4.197, -2.929, 0.508)
H (4.022, 0.682, -1.600)
C (4.178, -0.950, 1.186)
C (-1.018, 2.298, -1.833)
C (-2.753, -2.753, 0.182)
H (-1.080, 2.549, -2.893)
C (1.440, -2.230, -0.641)
H (5.502, 1.232, 0.172)
C (-0.911, 3.566, -0.989)
C (-0.018, -2.387, -0.345)
H (-1.757, 4.219, -1.210)
C (-0.927, 3.206, 0.495)
H (-2.338, -4.835, -0.074)
H (-4.423, -2.425, 1.447)
H (-0.045, 2.610, 0.738)
H (-0.130, 1.680, -1.683)
S (-3.212, -0.040, 0.465)
H (-2.199, 2.065, 1.853)
H (-3.167, 2.073, -1.665)
H (-2.307, 0.551, -1.960)
C (-1.921, -3.838, -0.084)
H (2.596, 1.084, -0.652)
C (3.581, 0.615, -0.608)
C (-2.188, -1.482, 0.139)
C (4.450, 1.300, 0.451)
N (2.028, -1.196, 0.002)
C (3.424, -0.853, -0.152)
H (-0.911, 4.108, 1.108)
H (-4.811, -2.458, -0.257)
N (-2.198, 1.209, -0.012)
H (3.816, -1.558, -0.888)
C (-0.844, -1.295, -0.100)
O (2.034, -2.972, -1.398)
C (4.207, 0.481, 1.716)
C (-2.258, 1.503, -1.428)
C (-0.579, -3.660, -0.359)
H (0.006, 4.105, -1.237)
H (5.195, -1.297, 1.007)
H (4.980, 0.632, 2.468)

HOMO energy = -9.43 eV
Maximum force = 1.1 eV/A
Structure (SMILES) = Cc1ccc(C(=O)NC2CCCC2)cc1S(=O)(=O)N1CCCCC1
Total charge = 0

***

(5)
Computed, not measured: one molecule with the formula C18H26N2O5, with the ωB97M-V functional and the def2-TZVPD basis.

Cartesian coordinates (Å):
H (2.995, 3.083, 0.419)
N (-3.562, 0.239, 1.181)
H (4.199, 4.083, -0.406)
O (4.024, 0.722, -0.575)
H (-3.640, -2.050, -1.870)
H (-3.053, 2.166, -1.070)
H (6.870, -2.805, 0.071)
C (5.834, -2.947, 0.363)
N (-1.619, 1.617, 0.288)
H (3.508, 2.220, -1.913)
C (5.030, -1.695, 0.044)
H (-0.709, -1.407, 0.264)
C (1.409, -1.652, 0.352)
C (2.770, 0.207, -0.364)
C (-3.612, -0.790, 0.284)
C (-4.000, 1.568, 0.814)
O (-4.441, -0.524, -0.740)
C (0.251, -0.942, 0.107)
H (-2.857, 0.494, 3.122)
C (-1.421, 1.305, 1.681)
C (-0.861, 1.155, -0.743)
C (2.673, -1.109, 0.134)
H (5.788, -3.156, 1.428)
H (-4.941, -1.066, -2.604)
H (-0.408, 0.935, 1.837)
H (4.703, 2.918, 0.827)
C (1.599, 0.906, -0.621)
C (4.180, 2.037, -1.067)
H (-4.918, 1.500, 0.232)
O (-3.014, -1.831, 0.429)
H (1.634, 1.906, -1.022)
H (5.061, -1.487, -1.031)
H (5.442, -0.833, 0.580)
H (-6.579, -2.119, -1.014)
H (-5.774, -3.344, -2.007)
O (-1.129, 1.423, -1.899)
H (1.365, -2.664, 0.722)
H (-5.269, -3.094, -0.330)
H (-2.828, 3.328, 0.260)
H (-2.038, -0.750, 2.149)
O (3.697, -1.943, 0.457)
C (-5.628, -2.600, -1.229)
C (-4.608, -1.571, -1.695)
H (5.210, 2.059, -1.438)
H (5.425, -3.799, -0.173)
C (4.004, 3.100, 0.014)
C (-2.884, 2.263, 0.004)
H (-1.549, 2.231, 2.253)
H (-4.206, 2.108, 1.741)
C (-2.467, 0.253, 2.129)
C (0.346, 0.355, -0.377)

HOMO energy = -8.02 eV
Maximum force = 0.7 eV/A
Structure (SMILES) = CCOC(=O)N1CCN(C(=O)c2ccc(OCC)c(OCC)c2)CC1
Total charge = 0

***

(6)
Computed, not measured: one molecule with the formula C18H26N2S in a non-equilibrium geometry, with the ωB97M-V functional and the def2-TZVPD basis.

Cartesian coordinates (Å):
H (3.728, 5.167, 1.176)
C (-0.665, -3.895, -0.551)
H (3.571, 5.628, -1.142)
C (0.138, -2.257, 2.741)
C (-0.734, -1.529, 1.742)
H (-1.650, 2.724, -0.061)
H (-0.466, -2.369, 3.757)
H (-2.386, -2.051, 2.929)
C (3.097, 4.572, 0.579)
C (2.953, 4.870, -0.687)
H (-2.318, -2.829, 1.246)
C (0.382, 1.995, -0.961)
H (1.493, -4.108, 2.876)
H (2.234, -2.751, 1.004)
H (-3.539, 2.510, -3.531)
C (0.727, 1.662, -2.371)
C (1.383, -3.370, 0.881)
C (0.664, -3.616, 2.257)
H (-2.073, 0.971, -2.063)
N (1.104, 1.804, -3.481)
H (0.367, 1.104, 0.932)
C (0.494, 0.759, -0.090)
H (1.920, 3.909, -2.459)
H (1.492, 0.323, -0.304)
H (-0.570, -0.525, 2.073)
H (-0.240, -4.667, -1.251)
H (-1.555, -3.456, -1.077)
H (1.730, -4.346, 0.675)
H (-0.254, -4.255, 2.196)
H (-2.880, -1.254, 1.305)
H (-2.950, 3.902, -2.688)
C (-2.909, 2.805, -2.814)
H (-0.549, -0.620, -1.497)
H (-1.493, -0.007, -0.241)
C (2.043, 3.978, -1.383)
C (-1.084, 2.600, -0.964)
H (-0.907, 3.575, -1.361)
H (0.956, -1.609, 2.948)
C (-2.211, -1.975, 1.858)
H (0.889, -2.580, -1.054)
H (-1.042, -4.493, 0.264)
C (0.409, -2.853, -0.136)
S (1.930, 3.361, 1.201)
C (-2.037, 2.018, -2.021)
C (1.402, 3.113, -0.503)
C (-0.476, -0.363, -0.379)
N (-0.117, -1.573, 0.427)

HOMO energy = -8.14 eV
Maximum force = 7.0 eV/A
Structure (SMILES) = C=CC[C@](C#N)(CCN1[C@H](C)CCC[C@@H]1C)c1cccs1
Total charge = 0

***

Please write out number 1 again, unchanged.
Computed, not measured: a 2-piece molecular cluster, C18H26IN3O5P overall in a non-equilibrium geometry, with the ωB97M-V functional and the def2-TZVPD basis.

Cartesian coordinates (Å):
H (2.007, 2.510, 4.234)
N (2.677, 0.178, 2.943)
H (4.555, 1.831, 0.289)
H (-3.104, 2.500, -1.765)
H (3.157, 2.661, 1.243)
H (-3.738, 1.199, -3.707)
H (-6.360, -0.973, -5.374)
C (-2.178, 1.703, 0.333)
H (-4.641, -0.411, -5.908)
C (-3.397, 0.093, -3.430)
C (-2.839, 0.139, -1.889)
N (0.111, 3.948, 1.486)
C (1.402, -1.548, 1.279)
O (1.860, 3.139, 3.467)
O (-2.837, -2.377, -1.014)
H (-0.070, -6.582, 0.228)
C (-0.433, -5.801, -0.573)
C (0.159, -3.457, -0.539)
H (4.573, 3.849, 2.906)
C (0.185, -1.994, 0.224)
I (-4.130, -2.968, -4.213)
C (3.684, 0.468, 2.014)
H (-1.341, -6.305, -1.154)
H (-2.527, -0.194, -4.179)
C (3.511, 1.615, 0.821)
H (5.836, -0.022, 2.906)
H (5.484, 5.186, 2.650)
O (-0.929, 3.028, 3.827)
N (-0.824, -4.450, 0.041)
H (-0.213, -3.234, -1.651)
C (-0.933, 0.660, 0.731)
C (-5.454, -0.291, -5.042)
C (-2.301, -1.151, -1.013)
H (-5.716, 0.848, -4.963)
C (-0.998, -0.838, -0.012)
C (-2.770, 1.497, -1.217)
H (0.431, -5.695, -1.388)
C (5.144, -0.340, 2.004)
H (5.003, -1.510, 1.911)
C (-4.696, -0.877, -3.672)
H (4.316, 4.773, 1.578)
C (0.291, 1.088, 1.784)
H (-1.129, 4.017, 3.837)
H (-0.777, 4.488, 1.718)
C (1.460, -0.075, 2.029)
H (2.775, 1.276, -0.038)
P (0.352, 2.831, 2.649)
H (1.284, -3.847, -0.559)
H (5.744, -0.021, 1.024)
H (2.253, -2.341, 1.488)
O (-2.651, 2.641, 1.178)
H (-5.510, -0.838, -2.830)
O (4.988, 4.440, 2.227)
H (-0.744, -4.469, 1.084)

HOMO energy = -10.58 eV
Maximum force = 8.8 eV/A
Total charge = +1

***

Copy entry 1 word for word.
Computed, not measured: a 2-piece molecular cluster, C18H26IN3O5P overall in a non-equilibrium geometry, with the ωB97M-V functional and the def2-TZVPD basis.

Cartesian coordinates (Å):
H (2.007, 2.510, 4.234)
N (2.677, 0.178, 2.943)
H (4.555, 1.831, 0.289)
H (-3.104, 2.500, -1.765)
H (3.157, 2.661, 1.243)
H (-3.738, 1.199, -3.707)
H (-6.360, -0.973, -5.374)
C (-2.178, 1.703, 0.333)
H (-4.641, -0.411, -5.908)
C (-3.397, 0.093, -3.430)
C (-2.839, 0.139, -1.889)
N (0.111, 3.948, 1.486)
C (1.402, -1.548, 1.279)
O (1.860, 3.139, 3.467)
O (-2.837, -2.377, -1.014)
H (-0.070, -6.582, 0.228)
C (-0.433, -5.801, -0.573)
C (0.159, -3.457, -0.539)
H (4.573, 3.849, 2.906)
C (0.185, -1.994, 0.224)
I (-4.130, -2.968, -4.213)
C (3.684, 0.468, 2.014)
H (-1.341, -6.305, -1.154)
H (-2.527, -0.194, -4.179)
C (3.511, 1.615, 0.821)
H (5.836, -0.022, 2.906)
H (5.484, 5.186, 2.650)
O (-0.929, 3.028, 3.827)
N (-0.824, -4.450, 0.041)
H (-0.213, -3.234, -1.651)
C (-0.933, 0.660, 0.731)
C (-5.454, -0.291, -5.042)
C (-2.301, -1.151, -1.013)
H (-5.716, 0.848, -4.963)
C (-0.998, -0.838, -0.012)
C (-2.770, 1.497, -1.217)
H (0.431, -5.695, -1.388)
C (5.144, -0.340, 2.004)
H (5.003, -1.510, 1.911)
C (-4.696, -0.877, -3.672)
H (4.316, 4.773, 1.578)
C (0.291, 1.088, 1.784)
H (-1.129, 4.017, 3.837)
H (-0.777, 4.488, 1.718)
C (1.460, -0.075, 2.029)
H (2.775, 1.276, -0.038)
P (0.352, 2.831, 2.649)
H (1.284, -3.847, -0.559)
H (5.744, -0.021, 1.024)
H (2.253, -2.341, 1.488)
O (-2.651, 2.641, 1.178)
H (-5.510, -0.838, -2.830)
O (4.988, 4.440, 2.227)
H (-0.744, -4.469, 1.084)

HOMO energy = -10.58 eV
Maximum force = 8.8 eV/A
Total charge = +1

***

Q: Which value of maximum force does entry 2 give?
A: 2.5 eV/A

***

Q: Which value of HOMO energy does entry 2 give?
A: -12.52 eV